1.
Below is a cluster of 11 separate species, C20H57NO10S6 in total at a distorted geometry, with properties calculated with ωB97M-V/def2-TZVPD.

Structure (ORCA input):
```
! RIJCOSX wB97M-V def2-TZVPD def2/J DEFGRID3
* xyz 0 1
C -2.02 -0.22 -3.99
O -2.10 0.97 -3.19
H -2.67 -0.04 -4.84
H -0.99 -0.49 -4.25
H -2.43 -1.10 -3.47
H -1.84 0.72 -2.28
C -5.65 0.65 1.05
O -5.56 -0.70 1.38
H -5.22 0.85 0.07
H -6.70 0.91 1.05
H -5.17 1.29 1.80
H -4.66 -0.89 1.72
C 2.85 3.57 0.13
O 3.64 2.99 -0.89
H 2.69 4.62 -0.10
H 1.90 3.07 0.37
H 3.43 3.52 1.08
H 3.47 2.01 -1.00
C -0.40 -0.01 -0.16
O -1.76 -0.18 -0.51
H 0.25 -0.05 -1.04
H -0.17 0.92 0.38
H -0.11 -0.83 0.52
H -2.24 -0.30 0.33
N 3.41 -2.80 4.67
C 2.70 -1.93 5.45
C 1.64 -1.52 4.72
C 1.70 -2.16 3.45
C 2.80 -2.97 3.47
H 4.33 -3.12 4.91
H 3.04 -1.62 6.42
H 0.89 -0.86 5.13
H 1.00 -2.10 2.63
H 3.20 -3.62 2.71
C -1.77 4.76 -0.62
S -0.30 5.77 -0.64
O -0.69 7.05 -1.22
C -0.22 6.03 1.14
H -2.64 5.39 -0.46
H -1.65 3.95 0.10
H -1.82 4.23 -1.57
H -1.22 6.05 1.57
H 0.30 6.97 1.27
H 0.36 5.25 1.64
C 3.49 0.50 1.38
S 3.37 -0.63 0.02
O 3.12 0.24 -1.16
C 5.07 -1.09 -0.02
H 3.72 -0.05 2.30
H 2.52 0.97 1.49
H 4.25 1.26 1.21
H 5.72 -0.22 -0.16
H 5.28 -1.73 -0.88
H 5.31 -1.56 0.93
C -1.68 -5.02 -1.11
S -1.22 -3.62 -0.11
O 0.24 -3.58 -0.19
C -1.54 -4.41 1.44
H -1.15 -5.90 -0.75
H -1.37 -4.81 -2.13
H -2.75 -5.22 -1.08
H -2.59 -4.71 1.55
H -1.39 -3.71 2.26
H -0.91 -5.29 1.52
C -2.06 -1.64 4.43
S -2.49 -0.23 3.42
O -2.83 -0.81 2.09
C -4.03 0.17 4.28
H -2.87 -2.35 4.28
H -2.04 -1.33 5.47
H -1.11 -2.05 4.11
H -4.73 -0.59 3.92
H -4.36 1.16 4.01
H -3.87 0.05 5.35
C 1.29 2.60 -3.39
S 1.52 4.05 -4.39
O 2.16 3.59 -5.63
C -0.22 4.33 -4.71
H 2.26 2.31 -2.99
H 0.94 1.74 -3.97
H 0.65 2.87 -2.54
H -0.70 3.40 -5.00
H -0.27 5.01 -5.56
H -0.77 4.75 -3.86
C 0.96 -4.51 -3.74
S 2.16 -3.24 -3.97
O 1.89 -2.75 -5.31
C 1.44 -2.10 -2.83
H 0.00 -4.08 -4.04
H 0.92 -4.88 -2.72
H 1.16 -5.32 -4.45
H 0.36 -2.12 -2.97
H 1.87 -1.10 -2.96
H 1.61 -2.38 -1.78
*
```

Summary:
HOMO-LUMO gap = 0.287 Eh

These are the Löwdin partial charges, in e, on atoms 1 to 8: C -0.15; O -0.15; H 0.08; H 0.06; H 0.07; H 0.03; C -0.18; O -0.14



2.
Below is a cluster of 8 separate species, C20H59N3O11 in total at a distorted geometry, with properties calculated with ωB97M-V/def2-TZVPD.

Structure (ORCA input):
```
! RIJCOSX wB97M-V def2-TZVPD def2/J DEFGRID3
* xyz 0 1
O -5.97 -0.56 -4.36
H -6.26 -0.58 -3.40
H -6.25 -1.37 -4.73
O -3.47 2.97 0.33
H -3.59 3.70 0.96
H -3.67 2.17 0.89
O -0.35 3.17 1.58
H 0.34 3.85 1.48
H -0.78 3.21 0.75
C -1.07 -5.73 -1.94
O -0.54 -4.49 -1.64
C 0.48 -4.44 -0.61
C 1.06 -3.05 -0.81
N 0.00 -2.10 -0.58
C 0.46 -0.71 -0.69
C 0.82 -0.11 -1.99
O 1.94 -0.73 -2.63
C 2.36 -0.07 -3.83
H -1.63 -5.66 -2.90
H -1.85 -5.97 -1.18
H -0.33 -6.51 -2.10
H 1.19 -5.33 -0.77
H -0.06 -4.38 0.33
H 1.37 -2.94 -1.92
H 1.97 -2.88 -0.11
H -0.81 -2.34 -1.18
H 1.33 -0.66 -0.09
H -0.22 0.06 -0.22
H 1.06 0.90 -1.84
H 0.07 -0.23 -2.80
H 3.30 -0.55 -4.12
H 2.65 1.01 -3.63
H 1.55 -0.18 -4.59
C 2.25 5.68 1.77
O 2.21 4.29 1.43
C 2.93 3.87 0.28
C 3.23 2.41 0.42
N 4.09 1.90 -0.64
C 4.36 0.46 -0.44
C 5.50 -0.09 -1.36
O 6.78 0.30 -0.84
C 7.86 0.07 -1.70
H 2.68 6.38 1.03
H 2.83 5.75 2.69
H 1.28 6.14 1.97
H 3.84 4.48 0.12
H 2.39 3.95 -0.68
H 2.33 1.82 0.42
H 3.72 2.29 1.39
H 4.96 2.38 -0.62
H 3.43 -0.13 -0.70
H 4.64 0.21 0.59
H 5.33 0.34 -2.39
H 5.54 -1.20 -1.46
H 8.09 -1.00 -1.67
H 8.75 0.56 -1.24
H 7.75 0.39 -2.75
C -5.19 -2.69 4.13
O -5.04 -1.31 3.73
C -3.74 -0.79 3.92
C -3.59 0.50 3.10
N -3.69 0.42 1.67
C -2.78 -0.40 0.95
C -3.34 -0.65 -0.46
O -4.46 -1.52 -0.50
C -4.12 -2.80 -0.10
H -6.26 -2.92 3.92
H -4.99 -2.72 5.18
H -4.57 -3.34 3.52
H -2.98 -1.50 3.52
H -3.54 -0.49 4.92
H -2.66 0.99 3.39
H -4.35 1.16 3.54
H -4.62 0.01 1.53
H -2.42 -1.36 1.40
H -1.85 0.20 0.87
H -2.57 -1.09 -1.05
H -3.68 0.32 -0.91
H -4.99 -3.45 -0.18
H -3.76 -2.75 0.89
H -3.44 -3.26 -0.81
C 1.24 -0.02 3.04
O 0.30 0.95 3.32
H 0.77 -1.00 2.59
H 1.91 0.25 2.29
H 1.91 -0.11 3.92
H 0.23 1.58 2.60
C -0.77 3.01 -2.12
O -1.04 1.97 -1.16
H 0.30 3.31 -2.05
H -0.94 2.60 -3.12
H -1.41 3.89 -2.13
H -1.76 2.29 -0.63
*
```

Summary:
Energy above the lowest of the compared OMol25 structures with the same formula, charge and spin = 123.6 kJ/mol
HOMO-LUMO gap = 0.332 Eh
SMILES string = COCCNCCOC.COCCNCCOC.COCCNCCOC.CO.CO.O.O.O

These are the Löwdin partial charges, in e, on atoms 1 to 8: O -0.07; H 0.07; H -0.01; O -0.09; H 0.06; H 0.02; O -0.03; H 0.03



3.
Below is a cluster of 8 separate species, C20H59N3O12 in total at a distorted geometry, with properties calculated with ωB97M-V/def2-TZVPD.

Structure (ORCA input):
```
! RIJCOSX wB97M-V def2-TZVPD def2/J DEFGRID3
* xyz 0 1
O 2.21 2.31 3.92
H 1.33 1.95 3.92
H 2.19 2.91 3.18
O 1.54 2.75 -3.16
H 0.88 2.38 -3.76
H 1.56 3.67 -3.35
O -0.66 1.76 -4.48
H -0.22 1.27 -5.23
H -1.01 1.08 -3.91
O -0.20 0.03 3.05
H 0.68 -0.34 2.93
H -0.31 0.72 2.38
C -3.01 -0.19 5.13
O -3.59 -0.08 3.81
C -3.25 -1.22 3.08
C -3.86 -1.18 1.69
N -3.35 -0.15 0.87
C -3.54 1.23 1.26
C -3.55 2.14 -0.03
O -2.46 1.86 -0.90
C -2.38 2.44 -2.13
H -3.27 -1.18 5.56
H -3.64 0.51 5.63
H -1.98 0.13 5.11
H -3.58 -2.14 3.59
H -2.13 -1.33 3.06
H -4.98 -1.07 1.79
H -3.67 -2.20 1.34
H -2.40 -0.34 0.59
H -2.81 1.65 1.99
H -4.52 1.29 1.78
H -3.45 3.15 0.33
H -4.50 2.14 -0.59
H -2.61 3.51 -2.12
H -3.13 2.05 -2.84
H -1.41 2.25 -2.51
C -5.00 0.30 -4.72
O -3.90 -0.47 -4.28
C -2.80 -0.42 -5.12
C -1.68 -1.17 -4.49
N -1.28 -0.64 -3.13
C -0.06 -1.34 -2.63
C 1.17 -0.52 -3.05
O 1.39 -0.63 -4.40
C 2.62 -0.03 -4.81
H -4.73 1.37 -4.80
H -5.85 0.26 -4.03
H -5.41 0.00 -5.70
H -2.50 0.62 -5.40
H -3.02 -0.82 -6.09
H -0.84 -1.22 -5.16
H -1.97 -2.25 -4.43
H -2.06 -0.78 -2.51
H -0.03 -2.29 -3.12
H -0.04 -1.40 -1.52
H 2.08 -0.92 -2.57
H 1.03 0.48 -2.59
H 3.43 -0.32 -4.14
H 2.62 1.05 -4.69
H 2.81 -0.37 -5.80
C 4.30 -0.49 6.58
O 3.71 -0.53 5.31
C 3.55 -1.88 4.87
C 2.49 -1.81 3.76
N 2.69 -0.86 2.69
C 3.37 -1.21 1.44
C 2.64 -2.18 0.56
O 3.07 -2.11 -0.89
C 3.73 -3.25 -1.49
H 3.66 -1.04 7.31
H 4.47 0.55 6.89
H 5.31 -0.94 6.56
H 3.18 -2.49 5.73
H 4.55 -2.29 4.61
H 1.62 -1.50 4.38
H 2.33 -2.80 3.36
H 3.16 -0.04 3.04
H 4.41 -1.56 1.58
H 3.47 -0.24 0.93
H 1.57 -2.04 0.61
H 2.87 -3.18 0.94
H 3.68 -3.09 -2.57
H 3.32 -4.22 -1.28
H 4.76 -3.26 -1.13
C 0.85 1.57 0.01
C 2.00 2.17 0.70
O 1.80 3.56 0.89
O -0.28 1.53 0.82
H 1.20 0.59 -0.36
H 0.67 2.01 -0.96
H 2.91 2.01 0.12
H 2.11 1.63 1.60
H 0.98 3.57 1.41
H -1.03 1.57 0.17
*
```

Summary:
Energy above the lowest of the compared OMol25 structures with the same formula, charge and spin = 0.0 kJ/mol
HOMO-LUMO gap = 0.328 Eh
SMILES string = COCCNCCOC.COCCNCCOC.COCCNCCOC.OCCO.O.O.O.O

These are the Löwdin partial charges, in e, on atoms 1 to 8: O -0.03; H 0.02; H 0.01; O -0.05; H -0.02; H 0.03; O -0.09; H 0.10



4.
Below is a structure of composition C20H60B5MnO10S5V at a distorted geometry, with properties calculated with ωB97M-V/def2-TZVPD.

Structure (ORCA input):
```
! RIJCOSX wB97M-V def2-TZVPD def2/J DEFGRID3
* xyz 0 8
Mn -23.50 12.75 27.94
V -25.37 7.18 27.24
B -26.15 7.64 29.97
H -26.36 6.59 29.87
H -25.12 7.76 29.67
H -26.82 8.14 29.28
H -26.25 8.04 30.96
B -24.62 14.39 25.84
H -24.73 15.18 26.56
H -25.18 13.54 26.20
H -25.01 14.66 24.87
H -23.57 14.15 25.84
B -23.38 5.22 27.54
H -24.13 5.11 28.31
H -23.06 6.25 27.60
H -22.50 4.61 27.68
H -23.87 5.12 26.59
B -27.80 6.18 26.05
H -27.05 5.66 25.48
H -28.77 5.94 25.66
H -27.57 5.93 27.07
H -27.59 7.24 25.95
B -24.55 10.04 27.06
H -24.85 10.53 27.98
H -24.06 10.74 26.41
H -23.87 9.23 27.26
H -25.43 9.65 26.56
C -22.31 4.31 22.02
C -23.85 4.10 21.95
C -24.55 5.42 21.53
S -23.68 6.67 22.46
O -24.22 6.79 23.87
O -23.54 7.83 21.62
C -22.08 5.74 22.58
H -21.96 4.32 20.98
H -21.74 3.55 22.55
H -24.29 3.74 22.88
H -24.10 3.36 21.19
H -25.63 5.51 21.65
H -24.29 5.52 20.47
H -21.77 5.75 23.62
H -21.43 6.21 21.84
C -29.84 12.34 27.61
C -30.34 11.91 29.00
C -29.22 12.13 29.99
S -28.25 13.57 29.42
O -26.82 13.30 29.27
O -28.74 14.78 30.09
C -29.09 13.63 27.79
H -30.67 12.40 26.91
H -29.16 11.56 27.26
H -30.70 10.88 29.05
H -31.16 12.60 29.14
H -28.56 11.26 29.94
H -29.50 12.22 31.04
H -28.43 14.08 27.05
H -29.81 14.43 27.96
C -17.83 12.90 23.91
C -18.87 13.00 22.74
C -20.25 13.03 23.35
S -20.07 11.84 24.85
O -20.52 10.49 24.50
O -20.57 12.43 26.07
C -18.31 11.70 24.85
H -17.70 13.82 24.48
H -16.87 12.77 23.40
H -18.80 12.08 22.15
H -18.85 13.85 22.07
H -21.14 12.91 22.73
H -20.49 14.01 23.75
H -18.11 10.76 24.33
H -18.00 11.59 25.89
C -27.36 12.43 21.48
C -28.24 12.20 22.71
C -28.58 10.74 22.87
S -28.99 10.34 21.05
O -30.37 10.63 20.77
O -28.50 8.97 20.70
C -27.93 11.63 20.29
H -26.41 11.90 21.57
H -27.20 13.48 21.22
H -29.13 12.82 22.72
H -27.62 12.46 23.57
H -29.49 10.53 23.41
H -27.65 10.28 23.21
H -28.62 12.13 19.61
H -27.18 11.07 19.73
C -20.59 10.12 34.02
C -20.27 8.78 33.37
C -21.16 8.66 32.12
S -20.79 10.27 31.35
O -22.03 10.89 30.77
O -19.57 10.22 30.60
C -20.31 11.20 32.94
H -19.96 10.24 34.90
H -21.62 10.14 34.37
H -20.36 7.93 34.05
H -19.23 8.77 33.05
H -22.22 8.48 32.32
H -20.83 7.83 31.50
H -20.79 12.18 32.99
H -19.24 11.36 32.82
*
```

Summary:
HOMO-LUMO gap (spin up / spin down) = 0.169 / 0.234 Eh

These are the Löwdin partial charges, in e, on atoms 1 to 8: Mn 1.41; V 1.26; B -0.29; H -0.02; H -0.02; H -0.03; H -0.01; B -0.37



5.
Below is a structure of composition C20H60BBeF4O10S10 at a distorted geometry, with properties calculated with ωB97M-V/def2-TZVPD.

Structure (ORCA input):
```
! RIJCOSX wB97M-V def2-TZVPD def2/J DEFGRID3
* xyz 2 2
Be 2.18 0.87 -0.73
B -0.14 -0.69 0.34
F 0.57 -1.81 0.67
F -1.50 -0.84 0.43
F 0.31 0.34 1.18
F 0.10 -0.34 -0.98
C -1.35 -2.29 -3.11
S -0.87 -4.05 -3.35
O 0.01 -4.09 -4.63
C 0.32 -4.08 -2.00
H -2.24 -2.08 -3.71
H -0.47 -1.68 -3.31
H -1.53 -2.08 -2.06
H 0.00 -3.51 -1.12
H 1.16 -3.54 -2.44
H 0.63 -5.08 -1.72
C 2.44 4.95 1.47
S 0.90 3.87 1.24
O 1.24 2.80 0.19
C 0.81 3.09 2.94
H 2.18 5.74 2.18
H 2.83 5.35 0.54
H 3.18 4.31 1.94
H 0.90 2.00 3.01
H -0.17 3.25 3.39
H 1.56 3.58 3.55
C 1.23 4.02 -4.16
S -0.11 3.10 -3.23
O 0.46 1.98 -2.40
C -0.62 4.42 -1.98
H 0.85 4.94 -4.60
H 1.58 3.46 -5.02
H 2.01 4.33 -3.46
H -1.34 3.94 -1.32
H -0.96 5.37 -2.40
H 0.29 4.61 -1.41
C 3.36 -3.80 0.03
S 3.35 -2.44 -1.10
O 3.06 -1.26 -0.17
C 5.13 -2.48 -1.48
H 3.95 -3.51 0.90
H 3.72 -4.76 -0.34
H 2.30 -3.92 0.25
H 5.43 -3.50 -1.76
H 5.70 -2.42 -0.55
H 5.44 -1.73 -2.20
C 3.85 -1.14 -5.06
S 2.14 -0.73 -4.33
O 2.28 -0.13 -2.93
C 1.80 0.50 -5.65
H 3.81 -1.52 -6.08
H 4.32 -1.94 -4.48
H 4.56 -0.33 -4.87
H 2.67 1.06 -5.99
H 1.04 1.25 -5.42
H 1.40 0.08 -6.58
C -0.98 -0.72 3.89
S -0.71 -0.49 5.80
O 0.74 -0.93 6.02
C -0.61 1.34 5.95
H -1.56 -1.64 3.77
H -0.08 -0.82 3.27
H -1.42 0.17 3.45
H -0.73 1.59 7.01
H -1.39 1.84 5.38
H 0.40 1.67 5.73
C -4.43 0.88 -2.88
S -5.51 -0.60 -2.63
O -4.70 -1.80 -3.18
C -5.16 -0.56 -0.81
H -4.81 1.62 -2.17
H -4.48 1.34 -3.87
H -3.37 0.71 -2.67
H -5.32 0.44 -0.40
H -4.09 -0.74 -0.79
H -5.72 -1.33 -0.27
C -2.82 -4.94 -0.03
S -4.16 -4.12 1.01
O -4.94 -5.29 1.61
C -3.05 -3.59 2.35
H -2.17 -4.17 -0.46
H -3.37 -5.28 -0.91
H -2.26 -5.77 0.39
H -3.65 -3.18 3.16
H -2.45 -2.76 1.96
H -2.30 -4.28 2.72
C 3.72 0.97 4.26
S 3.87 0.29 2.53
O 2.91 1.06 1.60
C 3.04 -1.34 2.92
H 4.47 0.63 4.97
H 2.74 0.85 4.73
H 3.80 2.06 4.21
H 1.97 -1.18 2.96
H 3.48 -1.82 3.80
H 3.16 -2.01 2.07
C -2.51 2.09 1.31
S -3.11 3.75 1.00
O -4.18 3.58 -0.08
C -4.06 3.90 2.61
H -2.19 1.80 0.31
H -3.35 1.44 1.56
H -1.63 2.05 1.96
H -4.87 3.18 2.61
H -4.47 4.90 2.65
H -3.42 3.82 3.49
*
```

Summary:
HOMO-LUMO gap (spin up / spin down) = 0.224 / 0.113 Eh

These are the Löwdin partial charges, in e, on atoms 1 to 8: Be 0.99; B -1.45; F 0.14; F 0.16; F 0.11; F 0.13; C -0.15; S 1.11



Copy entry 3 word for word.
Below is a cluster of 8 separate species, C20H59N3O12 in total at a distorted geometry, with properties calculated with ωB97M-V/def2-TZVPD.

Structure (ORCA input):
```
! RIJCOSX wB97M-V def2-TZVPD def2/J DEFGRID3
* xyz 0 1
O 2.21 2.31 3.92
H 1.33 1.95 3.92
H 2.19 2.91 3.18
O 1.54 2.75 -3.16
H 0.88 2.38 -3.76
H 1.56 3.67 -3.35
O -0.66 1.76 -4.48
H -0.22 1.27 -5.23
H -1.01 1.08 -3.91
O -0.20 0.03 3.05
H 0.68 -0.34 2.93
H -0.31 0.72 2.38
C -3.01 -0.19 5.13
O -3.59 -0.08 3.81
C -3.25 -1.22 3.08
C -3.86 -1.18 1.69
N -3.35 -0.15 0.87
C -3.54 1.23 1.26
C -3.55 2.14 -0.03
O -2.46 1.86 -0.90
C -2.38 2.44 -2.13
H -3.27 -1.18 5.56
H -3.64 0.51 5.63
H -1.98 0.13 5.11
H -3.58 -2.14 3.59
H -2.13 -1.33 3.06
H -4.98 -1.07 1.79
H -3.67 -2.20 1.34
H -2.40 -0.34 0.59
H -2.81 1.65 1.99
H -4.52 1.29 1.78
H -3.45 3.15 0.33
H -4.50 2.14 -0.59
H -2.61 3.51 -2.12
H -3.13 2.05 -2.84
H -1.41 2.25 -2.51
C -5.00 0.30 -4.72
O -3.90 -0.47 -4.28
C -2.80 -0.42 -5.12
C -1.68 -1.17 -4.49
N -1.28 -0.64 -3.13
C -0.06 -1.34 -2.63
C 1.17 -0.52 -3.05
O 1.39 -0.63 -4.40
C 2.62 -0.03 -4.81
H -4.73 1.37 -4.80
H -5.85 0.26 -4.03
H -5.41 0.00 -5.70
H -2.50 0.62 -5.40
H -3.02 -0.82 -6.09
H -0.84 -1.22 -5.16
H -1.97 -2.25 -4.43
H -2.06 -0.78 -2.51
H -0.03 -2.29 -3.12
H -0.04 -1.40 -1.52
H 2.08 -0.92 -2.57
H 1.03 0.48 -2.59
H 3.43 -0.32 -4.14
H 2.62 1.05 -4.69
H 2.81 -0.37 -5.80
C 4.30 -0.49 6.58
O 3.71 -0.53 5.31
C 3.55 -1.88 4.87
C 2.49 -1.81 3.76
N 2.69 -0.86 2.69
C 3.37 -1.21 1.44
C 2.64 -2.18 0.56
O 3.07 -2.11 -0.89
C 3.73 -3.25 -1.49
H 3.66 -1.04 7.31
H 4.47 0.55 6.89
H 5.31 -0.94 6.56
H 3.18 -2.49 5.73
H 4.55 -2.29 4.61
H 1.62 -1.50 4.38
H 2.33 -2.80 3.36
H 3.16 -0.04 3.04
H 4.41 -1.56 1.58
H 3.47 -0.24 0.93
H 1.57 -2.04 0.61
H 2.87 -3.18 0.94
H 3.68 -3.09 -2.57
H 3.32 -4.22 -1.28
H 4.76 -3.26 -1.13
C 0.85 1.57 0.01
C 2.00 2.17 0.70
O 1.80 3.56 0.89
O -0.28 1.53 0.82
H 1.20 0.59 -0.36
H 0.67 2.01 -0.96
H 2.91 2.01 0.12
H 2.11 1.63 1.60
H 0.98 3.57 1.41
H -1.03 1.57 0.17
*
```

Summary:
Energy above the lowest of the compared OMol25 structures with the same formula, charge and spin = 0.0 kJ/mol
HOMO-LUMO gap = 0.328 Eh
SMILES string = COCCNCCOC.COCCNCCOC.COCCNCCOC.OCCO.O.O.O.O

These are the Löwdin partial charges, in e, on atoms 1 to 8: O -0.03; H 0.02; H 0.01; O -0.05; H -0.02; H 0.03; O -0.09; H 0.10